DFT (ωB97M-V/def2-TZVPD) results for a 13-piece molecular cluster, C71H64F10N2O overall in a non-equilibrium geometry.

Each atom is followed by the atoms it is bonded to, with distances in Å.
Atoms and positions in Å:
1 N 2.3004 -1.5321 4.8333  C2 1.340, C6 1.370
2 C 2.4748 -1.1688 3.5556  N1 1.340, C3 1.367, H7 1.080
3 C 2.7079 0.1239 3.1766  C2 1.367, C4 1.399, H8 1.080
4 C 2.7617 1.1253 4.1519  C3 1.399, C5 1.371, H9 1.080
5 C 2.5482 0.7900 5.4640  C4 1.371, C6 1.402, H10 1.080
6 C 2.3775 -0.5615 5.7968  N1 1.370, C5 1.402, H11 1.080
7 H 2.4068 -1.9915 2.8592  C2 1.080
8 H 2.8041 0.3173 2.1184  C3 1.080
9 H 2.8871 2.1831 3.9732  C4 1.080
10 H 2.4055 1.5895 6.1759  C5 1.080
11 H 2.2779 -0.8693 6.8272  C6 1.080
12 N -1.5164 -3.2048 -3.4291  C13 1.311, C17 1.350
13 C -2.6297 -3.7202 -3.8916  N12 1.311, C14 1.394, H18 1.080
14 C -3.8782 -3.1836 -3.5816  C13 1.394, C15 1.425, H19 1.080
15 C -3.9579 -2.1232 -2.6326  C14 1.425, C16 1.384, H20 1.080
16 C -2.7692 -1.6062 -2.1474  C15 1.384, C17 1.422, H21 1.080
17 C -1.5316 -2.1521 -2.5845  N12 1.350, C16 1.422, H22 1.080
18 H -2.5948 -4.5764 -4.5490  C13 1.080
19 H -4.7754 -3.5739 -4.0387  C14 1.080
20 H -4.8901 -1.6427 -2.3747  C15 1.080
21 H -2.7768 -0.7915 -1.4385  C16 1.080
22 H -0.5738 -1.8395 -2.1955  C17 1.080
23 C 5.1702 -2.5596 0.8661  O24 1.383, H25 1.090, H26 1.090, H27 1.090
24 O 3.8563 -2.9885 0.8285  C23 1.383, H28 0.960
25 H 5.5398 -2.1854 -0.0886  C23 1.090
26 H 5.1987 -1.6824 1.5125  C23 1.090
27 H 5.9612 -3.2870 1.0487  C23 1.090
28 H 3.8250 -3.9358 0.6763  O24 0.960
29 F -4.8108 4.1041 3.0332  C30 1.326
30 C -5.1503 3.1169 2.2158  F29 1.326, C31 1.406, C35 1.373
31 C -6.2692 3.2164 1.3696  C30 1.406, C32 1.387, H36 1.080
32 C -6.7330 2.1034 0.6837  C31 1.387, C33 1.404, H37 1.080
33 C -6.0004 0.9218 0.8791  C32 1.404, C34 1.399, H38 1.080
34 C -4.8560 0.8398 1.6791  C33 1.399, C35 1.409, H39 1.080
35 C -4.4180 1.9700 2.3966  C30 1.373, C34 1.409, H40 1.080
36 H -6.8843 4.1041 1.3725  C31 1.080
37 H -7.6822 2.1614 0.1717  C32 1.080
38 H -6.3970 0.0815 0.3285  C33 1.080
39 H -4.4491 -0.1513 1.8155  C34 1.080
40 H -3.5510 1.8794 3.0341  C35 1.080
41 F -3.8462 -2.9632 1.4432  C42 1.413
42 C -5.0629 -3.6814 1.4662  F41 1.413, C43 1.384, C47 1.375
43 C -6.0955 -3.4319 0.5796  C42 1.384, C44 1.376, H48 1.080
44 C -7.2213 -4.2229 0.6150  C43 1.376, C45 1.415, H49 1.080
45 C -7.2029 -5.3778 1.4323  C44 1.415, C46 1.390, H50 1.080
46 C -6.0790 -5.7098 2.1792  C45 1.390, C47 1.380, H51 1.080
47 C -5.0504 -4.7947 2.2724  C42 1.375, C46 1.380, H52 1.080
48 H -6.0649 -2.5834 -0.0879  C43 1.080
49 H -7.9995 -3.9638 -0.0876  C44 1.080
50 H -8.1146 -5.9443 1.3131  C45 1.080
51 H -6.2318 -6.6029 2.7668  C46 1.080
52 H -4.1951 -4.9449 2.9146  C47 1.080
53 F 0.7243 -6.8023 -1.2157  C54 1.354
54 C -0.5618 -6.7538 -0.7959  F53 1.354, C55 1.417, C59 1.421
55 C -1.0468 -8.0064 -0.3462  C54 1.417, C56 1.411, H60 1.080
56 C -2.3344 -8.0791 0.2259  C55 1.411, C57 1.379, H61 1.080
57 C -3.2008 -7.0220 0.0444  C56 1.379, C58 1.452, H62 1.080
58 C -2.6861 -5.7687 -0.4768  C57 1.452, C59 1.374, H63 1.080
59 C -1.3639 -5.5804 -0.8005  C54 1.421, C58 1.374, H64 1.080
60 H -0.4226 -8.8877 -0.3550  C55 1.080
61 H -2.6544 -8.9806 0.7272  C56 1.080
62 H -4.2377 -6.9838 0.3439  C57 1.080
63 H -3.3931 -4.9601 -0.5900  C58 1.080
64 H -0.9681 -4.6119 -1.0681  C59 1.080
65 F 6.6311 -4.2303 -3.0433  C66 1.368
66 C 5.5452 -3.6708 -3.6593  F65 1.368, C67 1.360, C71 1.403
67 C 4.3273 -3.6928 -3.0555  C66 1.360, C68 1.380, H72 1.080
68 C 3.3294 -2.8969 -3.5807  C67 1.380, C69 1.425, H73 1.080
69 C 3.4754 -2.1159 -4.7636  C68 1.425, C70 1.398, H74 1.080
70 C 4.7248 -2.1367 -5.3915  C69 1.398, C71 1.400, H75 1.080
71 C 5.7616 -2.8458 -4.7727  C66 1.403, C70 1.400, H76 1.080
72 H 4.1098 -4.1872 -2.1202  C67 1.080
73 H 2.4103 -2.8364 -3.0168  C68 1.080
74 H 2.6512 -1.4876 -5.0675  C69 1.080
75 H 4.8792 -1.4926 -6.2445  C70 1.080
76 H 6.7497 -2.7324 -5.1936  C71 1.080
77 F 1.3987 -0.0958 -3.2435  C78 1.350
78 C 0.8023 0.7926 -4.0672  F77 1.350, C79 1.441, C83 1.395
79 C 0.8290 2.2084 -3.8020  C78 1.441, C80 1.376, H84 1.080
80 C 0.1719 3.0921 -4.6269  C79 1.376, C81 1.400, H85 1.080
81 C -0.4168 2.5876 -5.7923  C80 1.400, C82 1.389, H86 1.080
82 C -0.4426 1.2211 -6.0423  C81 1.389, C83 1.333, H87 1.080
83 C 0.1040 0.3523 -5.1919  C78 1.395, C82 1.333, H88 1.080
84 H 1.3537 2.4756 -2.8966  C79 1.080
85 H 0.1486 4.1415 -4.3728  C80 1.080
86 H -0.9799 3.1909 -6.4890  C81 1.080
87 H -0.9740 0.7591 -6.8612  C82 1.080
88 H 0.1748 -0.7109 -5.3679  C83 1.080
89 F 8.3223 2.4300 -1.9498  C90 1.375
90 C 7.1178 1.7663 -1.9665  F89 1.375, C91 1.367, C95 1.419
91 C 7.1259 0.4333 -2.2707  C90 1.367, C92 1.396, H96 1.080
92 C 5.9155 -0.2569 -2.3477  C91 1.396, C93 1.377, H97 1.080
93 C 4.7048 0.3580 -2.1223  C92 1.377, C94 1.368, H98 1.080
94 C 4.7279 1.6903 -1.8110  C93 1.368, C95 1.394, H99 1.080
95 C 5.8967 2.4431 -1.7138  C90 1.419, C94 1.394, H100 1.080
96 H 8.0703 -0.0442 -2.4863  C91 1.080
97 H 5.9081 -1.2932 -2.6516  C92 1.080
98 H 3.7913 -0.2048 -2.2461  C93 1.080
99 H 3.7718 2.1887 -1.7486  C94 1.080
100 H 6.0064 3.5089 -1.5783  C95 1.080
101 F -1.4410 7.9208 -2.1319  C102 1.379
102 C -1.5631 6.7438 -1.4240  F101 1.379, C103 1.362, C107 1.402
103 C -2.2437 6.6947 -0.2453  C102 1.362, C104 1.372, H108 1.080
104 C -2.4969 5.5660 0.4932  C103 1.372, C105 1.409, H109 1.080
105 C -1.9594 4.3570 0.0093  C104 1.409, C106 1.413, H110 1.080
106 C -1.3252 4.3226 -1.2523  C105 1.413, C107 1.416, H111 1.080
107 C -1.1647 5.5229 -1.9869  C102 1.402, C106 1.416, H112 1.080
108 H -2.6904 7.6365 0.0374  C103 1.080
109 H -3.0006 5.6475 1.4450  C104 1.080
110 H -2.0263 3.4561 0.6012  C105 1.080
111 H -0.7942 3.4431 -1.5854  C106 1.080
112 H -0.5770 5.5557 -2.8925  C107 1.080
113 F -1.0809 1.1184 1.3151  C114 1.363
114 C -0.4691 -0.0547 0.9875  F113 1.363, C115 1.384, C119 1.355
115 C -1.0039 -1.2537 1.4248  C114 1.384, C116 1.369, H120 1.080
116 C -0.4105 -2.4019 0.9736  C115 1.369, C117 1.406, H121 1.080
117 C 0.7767 -2.3206 0.2239  C116 1.406, C118 1.381, H122 1.080
118 C 1.2901 -1.1020 -0.1731  C117 1.381, C119 1.351, H123 1.080
119 C 0.6391 0.0180 0.2112  C114 1.355, C118 1.351, H124 1.080
120 H -1.8106 -1.3564 2.1355  C115 1.080
121 H -0.9017 -3.3456 1.1598  C116 1.080
122 H 1.2233 -3.2613 -0.0627  C117 1.080
123 H 2.2252 -1.0340 -0.7093  C118 1.080
124 H 0.9389 1.0162 -0.0717  C119 1.080
125 F 3.3676 6.4831 3.5836  C126 1.385
126 C 3.3493 5.4403 2.6718  F125 1.385, C127 1.395, C131 1.401
127 C 2.1968 4.6594 2.5881  C126 1.395, C128 1.386, H132 1.080
128 C 2.1710 3.5194 1.8001  C127 1.386, C129 1.363, H133 1.080
129 C 3.2516 3.2189 1.0263  C128 1.363, C130 1.386, H134 1.080
130 C 4.3989 3.9948 1.0627  C129 1.386, C131 1.366, H135 1.080
131 C 4.4492 5.0886 1.8789  C126 1.401, C130 1.366, H136 1.080
132 H 1.3004 4.9991 3.0855  C127 1.080
133 H 1.2896 2.8958 1.7770  C128 1.080
134 H 3.1379 2.3482 0.3976  C129 1.080
135 H 5.2178 3.7597 0.3989  C130 1.080
136 H 5.3916 5.6150 1.8438  C131 1.080
137 F 0.1331 5.7158 7.2355  C138 1.381
138 C -0.4329 5.0858 6.1442  F137 1.381, C139 1.352, C143 1.446
139 C -1.5371 5.5948 5.5532  C138 1.352, C140 1.365, H144 1.080
140 C -2.0468 5.0100 4.4302  C139 1.365, C141 1.396, H145 1.080
141 C -1.4598 3.8604 3.8994  C140 1.396, C142 1.391, H146 1.080
142 C -0.4273 3.2183 4.5756  C141 1.391, C143 1.416, H147 1.080
143 C 0.1379 3.8253 5.7233  C138 1.446, C142 1.416, H148 1.080
144 H -1.7837 6.5808 5.9185  C139 1.080
145 H -2.8548 5.4818 3.8907  C140 1.080
146 H -1.8049 3.3824 2.9945  C141 1.080
147 H 0.1261 2.4638 4.0362  C142 1.080
148 H 1.0735 3.5176 6.1664  C143 1.080

## Properties
- multiplicity = 2
- electronic energy (Ha) = -3926.85339
- charge = +1
- HOMO-LUMO gap (spin up / spin down) (eV) = 6.17 / 2.12
- E_HOMO (spin up / spin down) (eV) = -10.5 / -10.5
- lowest unoccupied orbital energy (spin up / spin down) (eV) = -4.31 / -8.36